# 1
{"formula": "C5H11N", "method": "ωB97M-V/def2-TZVPD", "lumo_energy_ev": [4.15, 4.05], "relative_energy_kj_mol": 168.8, "total_charge": -1, "homo_energy_ev": [1.4, -4.6], "multiplicity": 2, "symbols": ["C", "C", "C", "C", "C", "N", "H", "H", "H", "H", "H", "H", "H", "H", "H", "H", "H"], "coordinates": [[1.185, 1.547, -0.954], [0.566, 0.052, -1.198], [-0.746, -0.277, -0.566], [-0.776, -0.747, 0.671], [-1.809, -1.674, 1.266], [1.396, 1.711, 0.472], [2.126, 1.724, -1.542], [0.374, 2.166, -1.342], [0.395, -0.070, -2.266], [1.214, -0.678, -0.717], [-1.681, -0.328, -1.131], [0.084, -0.462, 1.249], [-1.554, -1.843, 2.357], [-2.878, -1.299, 1.258], [-1.836, -2.662, 0.784], [2.396, 2.113, 0.664], [1.544, 0.728, 0.996]], "lowdin_spin": [0.16, 0.17, 0.07, 0.12, 0.04, 0.06, 0.06, 0.01, 0.04, 0.08, 0.01, 0.04, 0.01, 0.01, 0.01, 0.05, 0.06]}

---

# 2
{"formula": "C16H54N4O9", "method": "ωB97M-V/def2-TZVPD", "smiles": "COC[C@H](C)N.COC[C@H](C)N.COC[C@H](C)N.COC[C@H](C)N.O.O.O.O.O", "lumo_energy_ev": -0.03, "relative_energy_kj_mol": 240.8, "homo_energy_ev": -8.9, "multiplicity": 1, "symbols": ["C", "C", "C", "O", "C", "N", "H", "H", "H", "H", "H", "H", "H", "H", "H", "H", "H", "C", "C", "C", "O", "C", "N", "H", "H", "H", "H", "H", "H", "H", "H", "H", "H", "H", "C", "C", "C", "O", "C", "N", "H", "H", "H", "H", "H", "H", "H", "H", "H", "H", "H", "C", "C", "C", "O", "C", "N", "H", "H", "H", "H", "H", "H", "H", "H", "H", "H", "H", "O", "H", "H", "O", "H", "H", "O", "H", "H", "O", "H", "H", "O", "H", "H"], "coordinates": [[-1.018, -5.990, -5.498], [-0.746, -4.731, -4.789], [-0.308, -4.935, -3.330], [-0.390, -3.696, -2.666], [0.346, -3.542, -1.512], [0.277, -3.918, -5.473], [-0.131, -6.589, -5.288], [-1.197, -5.907, -6.570], [-1.932, -6.475, -5.156], [-1.715, -4.232, -4.822], [0.669, -5.407, -3.227], [-1.065, -5.569, -2.869], [0.052, -4.192, -0.688], [0.352, -2.499, -1.196], [1.353, -3.936, -1.651], [1.178, -4.370, -5.400], [0.479, -3.123, -4.885], [-1.434, 1.063, 5.301], [-2.699, 0.569, 4.585], [-2.688, 0.794, 3.045], [-3.996, 0.437, 2.636], [-4.239, 0.265, 1.279], [-2.873, -0.868, 4.867], [-1.505, 1.288, 6.365], [-1.269, 2.062, 4.895], [-0.574, 0.426, 5.094], [-3.499, 1.161, 5.031], [-1.862, 0.290, 2.544], [-2.488, 1.849, 2.856], [-5.321, 0.149, 1.231], [-3.671, -0.572, 0.872], [-3.848, 1.165, 0.803], [-2.043, -1.313, 4.502], [-3.613, -1.092, 4.216], [0.885, 2.831, -3.970], [0.999, 1.806, -2.791], [0.169, 0.519, -2.995], [-1.254, 0.824, -2.856], [-2.219, -0.215, -3.158], [2.429, 1.453, -2.736], [-0.146, 3.185, -3.987], [1.101, 2.378, -4.937], [1.521, 3.688, -3.746], [0.678, 2.209, -1.831], [0.489, -0.110, -2.164], [0.425, 0.042, -3.941], [-3.204, 0.150, -2.867], [-1.942, -1.107, -2.597], [-2.209, -0.389, -4.234], [2.531, 0.710, -2.060], [2.883, 2.171, -2.189], [1.567, 2.161, 2.586], [2.607, 3.329, 2.439], [2.694, 4.373, 3.604], [3.674, 5.369, 3.301], [3.440, 6.140, 2.117], [3.915, 2.819, 2.091], [0.560, 2.570, 2.661], [1.904, 1.690, 3.510], [1.636, 1.459, 1.755], [2.256, 3.862, 1.556], [2.982, 3.880, 4.532], [1.738, 4.896, 3.601], [2.415, 6.472, 1.953], [3.798, 5.601, 1.240], [4.190, 6.931, 2.134], [4.701, 3.423, 2.285], [4.116, 2.187, 2.853], [-0.880, -3.853, 1.793], [-1.416, -4.414, 1.232], [-0.252, -4.450, 2.199], [2.513, -0.299, -0.404], [1.648, -0.199, -0.006], [2.596, -1.239, -0.564], [0.111, -0.740, 0.725], [-0.216, 0.150, 0.590], [-0.665, -1.295, 0.646], [-1.539, 1.394, -0.357], [-1.392, 1.315, -1.299], [-1.476, 2.333, -0.182], [0.325, -1.287, 3.432], [0.426, -1.039, 2.513], [0.305, -2.244, 3.422]], "mulliken_charge": [-1.55, 0.67, -0.92, -0.10, -0.53, -0.69, 0.31, 0.37, 0.37, 0.24, 0.41, 0.32, 0.34, -0.16, 0.39, 0.29, 0.22, -1.18, 0.30, 0.14, -0.43, -0.47, -0.84, 0.36, 0.30, 0.17, 0.32, -0.24, 0.34, 0.30, 0.15, 0.17, 0.32, 0.36, -1.40, 0.64, 0.00, -0.60, -0.68, -0.83, 0.34, 0.30, 0.38, 0.17, -0.31, 0.47, 0.30, 0.18, 0.29, 0.33, 0.33, -1.19, 0.36, -0.71, -0.41, -0.68, -0.57, 0.30, 0.39, 0.14, 0.22, 0.37, 0.37, 0.31, 0.26, 0.29, 0.27, 0.28, -0.57, 0.26, 0.30, -0.69, 0.14, 0.33, -0.27, 0.20, 0.17, -0.51, 0.38, 0.33, -0.56, 0.34, 0.23]}

---

# 3
{"formula": "C2H10N2O", "method": "ωB97M-V/def2-TZVPD", "lumo_energy_ev": [-3.23, -8.23], "relative_energy_kj_mol": 30.1, "total_charge": 1, "homo_energy_ev": [-13.4, -13.4], "multiplicity": 2, "symbols": ["C", "N", "C", "N", "H", "H", "H", "H", "H", "H", "H", "H", "H", "H", "O"], "coordinates": [[-0.095, 0.016, -1.815], [-1.386, 0.334, -1.262], [-1.556, 1.482, -0.431], [-2.815, 1.449, 0.266], [-0.228, -0.575, -2.730], [0.479, -0.546, -1.070], [0.423, 0.944, -2.054], [-1.938, -0.468, -0.947], [-0.726, 1.455, 0.298], [-1.458, 2.369, -1.081], [-3.575, 1.184, -0.351], [-3.032, 2.362, 0.646], [4.609, -2.108, 2.331], [5.764, -3.088, 2.447], [4.934, -2.841, 2.865]], "lowdin_spin": [0.07, 0.63, 0.11, 0.03, 0.01, 0.04, 0.00, 0.01, 0.05, 0.04, 0.00, 0.00, 0.00, 0.00, 0.00]}

---

# 4
{"formula": "C4H11O6P2", "method": "ωB97M-V/def2-TZVPD", "lumo_energy_ev": 3.57, "relative_energy_kj_mol": 69.2, "total_charge": -1, "homo_energy_ev": -4.5, "multiplicity": 1, "symbols": ["C", "C", "C", "C", "O", "O", "O", "O", "O", "O", "P", "P", "H", "H", "H", "H", "H", "H", "H", "H", "H", "H", "H"], "coordinates": [[0.604, -1.272, -1.859], [2.039, -2.378, 0.587], [0.597, 1.922, -0.638], [-3.112, 1.428, 1.281], [-3.113, -1.799, -0.834], [-0.971, -1.087, 0.555], [1.482, -1.143, 0.758], [0.694, 0.870, 0.246], [-3.254, 0.093, 0.931], [-1.883, 0.502, -1.096], [0.323, -0.656, -0.257], [-2.441, -0.596, -0.318], [1.583, -0.878, -2.165], [-0.202, -0.819, -2.450], [3.227, -2.353, 0.705], [1.774, -2.821, -0.387], [1.566, -3.239, 1.247], [-0.074, 1.642, -1.528], [1.595, 2.170, -1.254], [0.126, 2.830, -0.028], [-2.455, 1.875, 0.515], [-2.876, 1.516, 2.341], [-4.104, 1.906, 1.495]], "nbo_charge": [-1.27, -0.27, -0.27, -0.26, -1.11, -1.08, -0.81, -0.81, -0.83, -1.20, 2.29, 2.54, 0.21, 0.24, 0.16, 0.21, 0.16, 0.22, 0.15, 0.18, 0.22, 0.16, 0.15]}

---

# 5
{"formula": "C5H11NO3", "method": "ωB97M-V/def2-TZVPD", "smiles": "CC1(C)O[C@@H](N)C1(O)O", "lumo_energy_ev": 0.79, "relative_energy_kj_mol": 160.1, "homo_energy_ev": -9.6, "multiplicity": 1, "symbols": ["C", "C", "C", "C", "C", "N", "O", "O", "O", "H", "H", "H", "H", "H", "H", "H", "H", "H", "H", "H"], "coordinates": [[0.808, -0.696, -1.107], [-0.327, 0.630, 0.132], [0.163, 1.263, 1.425], [-1.637, 1.270, -0.319], [-0.143, -0.999, 0.086], [2.115, -1.226, -0.981], [0.667, 0.729, -0.910], [0.484, -1.507, 1.196], [-1.293, -1.718, -0.162], [0.257, -2.445, 1.259], [0.388, -0.991, -2.076], [-1.713, -0.982, -0.720], [2.493, -1.031, -0.060], [2.738, -0.839, -1.679], [1.096, 0.809, 1.747], [0.353, 2.323, 1.266], [-1.880, 0.971, -1.338], [-1.543, 2.354, -0.303], [-2.445, 0.956, 0.340], [-0.583, 1.129, 2.204]], "nbo_charge": [0.18, 0.22, -0.63, -0.66, 0.48, -0.83, -0.56, -0.71, -0.69, 0.49, 0.16, 0.48, 0.37, 0.37, 0.23, 0.21, 0.21, 0.24, 0.22, 0.22]}

---

# 6
{"formula": "C13H14F3NO4S", "method": "ωB97M-V/def2-TZVPD", "lumo_energy_ev": 0.17, "homo_energy_ev": -7.2, "multiplicity": 1, "symbols": ["C", "H", "H", "H", "O", "C", "O", "C", "O", "H", "C", "H", "H", "C", "O", "N", "C", "C", "C", "C", "C", "C", "H", "H", "H", "S", "C", "H", "H", "H", "H", "H", "C", "F", "F", "F"], "coordinates": [[2.366, 2.264, 2.276], [1.658, 2.809, 1.712], [2.075, 1.754, 2.982], [3.144, 2.909, 2.517], [2.958, 1.247, 1.066], [2.226, 0.237, 0.942], [1.184, -0.209, 1.567], [2.951, -0.348, -0.428], [4.291, -0.091, -0.445], [4.539, 0.765, -0.129], [2.183, 0.282, -1.585], [2.811, 0.858, -2.232], [2.063, -0.957, -2.359], [0.982, 0.946, -1.228], [0.988, 2.037, -1.192], [-0.210, 0.047, -1.070], [-1.392, 0.286, -0.725], [-2.326, -0.637, -0.330], [-3.473, -0.187, -0.061], [-4.043, 1.076, 0.156], [-3.201, 2.038, -0.422], [-1.978, 1.863, -0.585], [-1.197, 2.677, -0.967], [-3.558, 3.117, -0.128], [-5.023, 1.412, 0.117], [-4.664, -1.499, 0.484], [-3.773, -3.245, 0.526], [-2.890, -2.782, 1.154], [-4.534, -3.851, 1.038], [-3.444, -3.374, -0.406], [-1.914, -1.488, -0.499], [-0.036, -0.946, -1.385], [2.872, -1.852, -0.112], [1.546, -2.435, -0.266], [3.255, -2.375, 1.053], [3.563, -2.350, -1.035]], "nbo_charge": [-0.17, 0.21, 0.18, 0.19, -0.53, 0.76, -0.60, 0.10, -0.69, 0.50, -0.46, 0.27, 0.21, 0.68, -0.49, -0.63, 0.31, -0.40, 0.00, -0.34, -0.22, -0.27, 0.23, 0.21, 0.23, 0.10, -0.67, 0.23, 0.24, 0.20, 0.20, 0.41, 0.97, -0.38, -0.30, -0.29]}

---

# 7
{"formula": "C2H5N2O2", "method": "ωB97M-V/def2-TZVPD", "lumo_energy_ev": -4.66, "relative_energy_kj_mol": 234.1, "total_charge": 1, "homo_energy_ev": -15.0, "multiplicity": 1, "symbols": ["C", "C", "N", "N", "O", "O", "H", "H", "H", "H", "H"], "coordinates": [[1.115, 0.364, -0.347], [-1.407, -0.367, 0.575], [0.142, 0.798, -1.051], [0.837, -0.168, 0.918], [-0.359, -0.934, 0.979], [-2.432, -1.018, 0.152], [2.186, 0.728, -0.397], [-1.387, 0.731, 0.510], [0.548, 1.181, -1.926], [1.604, -0.755, 1.553], [-2.436, -2.025, 0.117]], "nbo_charge": [0.24, 0.72, -0.68, -0.32, -0.29, -0.57, 0.23, 0.25, 0.40, 0.46, 0.56]}

---

# 8
{"formula": "C21H45OP3PtSe", "method": "ωB97M-V/def2-TZVPD", "lumo_energy_ev": [-12.91, -16.27], "relative_energy_kj_mol": 95.7, "total_charge": 4, "homo_energy_ev": [-19.6, -19.4], "multiplicity": 5, "symbols": ["Pt", "P", "P", "P", "H", "C", "C", "H", "C", "C", "C", "C", "C", "C", "C", "C", "C", "H", "H", "H", "H", "H", "H", "H", "H", "H", "H", "H", "H", "H", "H", "H", "H", "H", "H", "H", "H", "H", "H", "H", "H", "H", "H", "H", "H", "H", "C", "C", "C", "C", "C", "C", "Se", "H", "H", "H", "H", "H", "H", "C", "C", "C", "O", "C", "H", "H", "H", "H", "H", "H", "H", "H"], "coordinates": [[-0.042, -0.075, -0.611], [-2.543, -0.170, -0.172], [0.113, -2.293, -0.044], [0.009, 2.179, -0.229], [4.014, -0.476, 1.056], [3.359, -0.066, 0.281], [1.938, -0.022, 0.776], [1.723, -0.818, 1.504], [-3.500, -0.540, -1.696], [-3.256, -1.426, 0.969], [-3.439, 1.318, 0.433], [1.750, -3.064, -0.242], [-0.387, -2.962, 1.585], [-0.847, -3.115, -1.335], [1.636, 2.952, -0.437], [-0.552, 2.832, 1.387], [-0.944, 2.993, -1.528], [3.777, 0.907, -0.007], [1.805, 0.913, 1.323], [-4.553, -0.704, -1.431], [-3.100, -1.430, -2.191], [-3.414, 0.301, -2.393], [-4.355, -1.356, 0.911], [-2.934, -1.216, 1.998], [-2.950, -2.445, 0.704], [-4.522, 1.144, 0.322], [-3.169, 2.215, -0.132], [-3.209, 1.486, 1.493], [1.565, -4.139, -0.391], [2.343, -2.920, 0.671], [2.293, -2.653, -1.103], [-1.026, -3.843, 1.423], [-0.894, -2.220, 2.210], [0.518, -3.275, 2.123], [-0.377, -4.093, -1.496], [-0.825, -2.522, -2.260], [-1.884, -3.258, -1.026], [1.457, 4.037, -0.458], [2.079, 2.646, -1.390], [2.317, 2.705, 0.383], [-0.012, 3.769, 1.579], [-0.346, 2.123, 2.198], [-1.628, 3.030, 1.367], [-0.530, 4.002, -1.649], [-2.000, 3.064, -1.272], [-0.850, 2.436, -2.472], [0.816, 0.097, -4.618], [2.080, -0.213, -4.089], [3.226, -0.179, -4.884], [3.136, 0.153, -6.241], [1.883, 0.448, -6.797], [0.729, 0.417, -6.004], [-0.613, 0.032, -3.343], [3.489, -0.697, -0.577], [2.146, -0.472, -3.031], [4.194, -0.412, -4.442], [4.038, 0.182, -6.860], [1.821, 0.703, -7.858], [-0.242, 0.643, -6.445], [-0.617, 0.930, 5.660], [0.710, 0.151, 5.671], [0.883, -0.316, 4.223], [-0.370, -0.185, 3.520], [-1.350, 0.352, 4.437], [-1.188, 0.806, 6.582], [-0.421, 1.999, 5.508], [0.621, -0.725, 6.320], [1.553, 0.754, 6.006], [1.645, 0.297, 3.710], [1.210, -1.366, 4.157], [-2.036, -0.453, 4.765], [-1.953, 1.105, 3.904]], "lowdin_spin": [0.61, 0.19, 0.23, 0.23, 0.02, 0.07, 0.32, 0.02, 0.05, 0.03, 0.03, 0.04, 0.02, 0.09, 0.04, 0.02, 0.08, 0.00, 0.02, 0.01, 0.00, 0.00, 0.01, 0.00, 0.00, 0.01, 0.00, 0.00, 0.01, 0.00, 0.00, 0.00, 0.00, 0.00, 0.01, 0.01, 0.00, 0.01, 0.00, 0.00, 0.00, 0.00, 0.00, 0.01, 0.00, 0.01, 0.28, 0.09, 0.07, 0.25, 0.04, 0.09, 0.90, 0.01, 0.01, 0.00, 0.01, 0.00, 0.00, 0.00, 0.00, 0.01, 0.03, 0.00, 0.00, 0.00, 0.00, 0.00, 0.00, 0.00, 0.00, 0.00]}

---

Which total energy belongs to each record? In order, -251.735363; -1538.058723; -266.613221; -1293.301182; -477.564505; -1556.916931; -338.818151; -4445.529481 hartree.